{"formula": "C36H92N2O20", "method": "ωB97M-V with the def2-TZVPD basis set", "symbols": ["H", "H", "H", "C", "C", "H", "H", "H", "H", "H", "H", "H", "H", "H", "C", "C", "H", "H", "H", "H", "H", "H", "H", "O", "H", "O", "C", "H", "C", "H", "H", "H", "H", "H", "H", "C", "O", "O", "H", "O", "H", "C", "H", "O", "C", "C", "H", "H", "H", "H", "O", "N", "H", "O", "C", "C", "C", "O", "H", "H", "C", "C", "H", "C", "H", "H", "H", "O", "H", "C", "O", "O", "C", "H", "C", "C", "H", "H", "C", "H", "C", "H", "O", "H", "H", "H", "O", "C", "C", "C", "N", "H", "H", "H", "H", "H", "H", "C", "H", "C", "C", "H", "H", "H", "H", "H", "H", "C", "H", "H", "H", "H", "H", "H", "H", "O", "H", "H", "H", "H", "C", "C", "C", "H", "H", "C", "H", "H", "H", "C", "H", "H", "O", "C", "H", "H", "H", "H", "H", "O", "H", "H", "C", "H", "O", "H", "O", "O", "H", "H"], "coordinates": [[-5.0783, 2.4278, 1.0623], [-4.6425, 0.7889, 0.7063], [-1.0697, -4.5098, 1.3141], [-0.2368, -4.8670, 0.7086], [-3.2539, -2.8692, -3.7701], [-3.5644, 2.7940, -2.0697], [1.2347, -3.2218, -5.4569], [-4.9823, -4.1907, -3.2239], [0.3429, -4.0786, -2.2792], [1.2386, -5.4319, 1.8877], [-6.7898, -3.5781, 1.4858], [7.9436, 2.6306, -0.3644], [7.0449, 0.7740, 2.7739], [1.0187, -2.0671, -1.8312], [2.8163, 3.8550, 5.2186], [-4.3418, 2.8761, 6.0818], [0.0139, 1.2627, -2.9326], [-3.6040, -0.1953, 3.0969], [3.9496, 4.7590, 3.5738], [-4.0923, 4.0351, -3.1850], [-5.0382, 3.7094, 5.9891], [-4.4760, -1.4801, -0.6019], [2.4195, 4.2983, 3.2405], [5.7316, 0.3991, 4.2782], [2.5058, 0.6169, -3.5931], [3.7617, 3.8691, 6.2596], [-0.4298, -6.3509, 0.3934], [-2.8106, -2.2246, -4.5291], [1.8829, -0.2547, 0.6586], [0.0674, 4.6716, -5.8689], [-0.3982, -4.3168, -0.2184], [-4.4845, 2.5852, -4.8399], [-3.0331, 3.5855, 1.1902], [0.9723, 2.2544, -1.9442], [-1.6727, 2.9292, 2.0290], [-4.5610, -3.6573, -4.0760], [6.4888, -1.5117, 1.6904], [-2.1673, -3.6974, -3.3462], [1.3277, -2.3550, 0.6258], [0.8984, -4.6407, 1.4637], [-4.8208, 1.9148, 6.2675], [-2.3542, 3.7157, 4.6848], [1.6250, -5.2377, -2.1808], [-6.1385, -3.1562, 2.0510], [-0.2272, -1.3307, -0.3523], [-2.5588, 1.3266, 5.1631], [-5.3835, -2.9738, -4.2866], [-1.4090, -6.3867, -0.0840], [-0.3166, 1.3227, -1.1871], [1.4366, 3.1928, -7.2265], [-0.5202, -7.1765, 1.5120], [2.2722, 0.0397, -0.7011], [-0.6109, 4.5591, -7.4658], [1.0240, -3.0172, -4.5429], [-2.5605, 2.6426, 1.4653], [-3.4033, 3.1985, -3.0690], [6.7657, -1.3157, 3.0095], [8.4583, 1.9749, -0.8406], [2.1007, 3.0496, 5.3841], [-0.5085, -5.4384, -3.6683], [-0.1931, 2.6826, -6.4973], [0.8287, -1.3878, 0.6851], [4.6013, 3.6195, 5.8667], [-0.6529, 4.1171, -6.4704], [-4.8522, -1.5910, 2.1177], [3.3398, -0.7393, -2.8428], [0.1509, 2.3763, -5.5094], [0.7580, 2.5727, -7.5031], [-1.8201, 3.8738, -4.0423], [-5.5789, -1.9850, 1.4073], [-4.3485, -4.5285, -5.1362], [-2.0231, 3.6476, -3.1317], [0.9963, -4.7006, -2.8910], [0.4195, -6.7211, -0.1809], [1.9258, -3.7894, -3.6952], [-3.8703, 2.1048, -4.0782], [-0.1875, -1.1545, -2.5838], [-6.4149, -1.3457, 1.1234], [0.4686, 1.2878, -1.9423], [-3.7245, 3.1214, 6.9460], [-3.3585, 2.6055, 4.8847], [1.2410, 0.5896, 2.3722], [3.7168, 2.7101, 3.3390], [0.4211, 1.3937, 1.0116], [5.6007, -1.2541, 1.4325], [6.1295, 1.4559, -2.1556], [-1.9052, 4.1894, -5.9410], [6.8660, 0.0600, 3.5779], [3.2875, 3.9178, 3.7789], [7.7773, 0.7360, -0.8344], [-4.0815, 2.4700, 3.5696], [3.0068, -1.0241, 2.3895], [7.7081, 0.1415, 4.2651], [-0.2843, -8.0748, 1.2689], [2.5914, -3.2184, -3.0479], [4.8432, -0.3244, -1.6231], [-0.8411, -2.2057, -0.1387], [3.1760, -0.7515, 1.3478], [2.8895, 1.8039, -0.1961], [-2.8279, 0.5114, 2.8032], [1.3687, 0.9878, 1.3656], [3.6334, -1.6096, 0.8552], [7.7944, -1.6238, 3.1964], [-0.9833, 1.9592, -6.6982], [-4.2827, 4.2888, 2.9909], [-2.2540, 0.0330, 2.0096], [-1.6688, 1.6109, 5.7244], [-1.9109, 0.7082, 3.8891], [-4.5483, 1.3985, -3.5992], [-5.1551, -3.1195, -0.3765], [-4.0696, -5.3740, -4.7772], [-3.7513, -3.5860, 1.0223], [2.0551, 1.8274, 1.4756], [5.4018, -0.4007, 4.6942], [1.8031, -0.7935, -3.8231], [0.3854, -5.7586, -3.5268], [-2.3331, 2.1996, 0.4957], [6.1925, -2.1533, 3.4069], [-1.8585, 3.8586, 5.6450], [-1.5501, 3.6920, 3.9493], [6.2959, 0.9321, -1.2144], [-4.8036, 1.4829, 1.5312], [-3.5478, 1.8157, 2.3200], [-3.2471, 0.6903, 5.7195], [-5.7133, 1.2760, 2.0949], [1.3791, 0.0154, -1.8059], [8.3496, 0.2971, -1.6516], [-2.0436, 1.5198, -4.0754], [-1.0056, -0.6344, -0.0404], [-4.7021, -2.2627, 0.1223], [4.5685, 2.5414, 3.7486], [-1.5094, -3.2253, -2.8305], [3.2616, 1.1323, -0.7725], [0.3937, -1.1902, -1.6623], [0.3585, -1.2583, 1.6599], [5.8138, 1.5013, -0.4196], [2.6057, -4.3645, -4.3237], [2.3269, 4.7991, 5.4579], [8.0096, 0.2577, 0.1172], [-2.7984, 1.4783, -4.6672], [-1.5392, -0.2898, 4.1214], [-1.0677, 1.2919, 3.5197], [2.3584, -0.3014, -3.0247], [4.0048, -0.0498, 1.4414], [-4.9141, 3.6131, 3.2484], [-2.5158, 3.8229, -6.5848], [5.7461, -0.4517, -1.3229], [-3.4568, -2.7673, 0.6165], [-3.5586, -2.1724, -2.9893], [-2.8998, 4.6349, 4.4713]], "forces_ev_per_angstrom": [[-0.128, 0.069, -0.380], [0.120, -0.278, 0.170], [-0.534, -0.201, 0.150], [-1.483, -1.668, 1.091], [-0.200, 0.533, 1.040], [0.355, 0.180, 0.155], [-0.034, 0.069, -0.011], [0.637, -0.123, 0.547], [-0.354, 0.028, -0.204], [-0.385, -0.273, -0.141], [-0.083, 0.123, -0.197], [0.002, 0.122, 0.173], [-0.127, 0.031, -0.148], [0.149, -0.211, 0.164], [-0.913, 1.786, 0.609], [1.178, -0.320, -0.798], [-0.335, -0.143, -0.054], [-0.141, -0.066, 0.040], [0.827, -0.025, 0.430], [0.104, 0.252, 0.096], [-0.042, -0.269, -0.519], [-0.394, 0.332, 0.450], [-0.420, -0.758, -0.415], [-1.911, 1.241, 0.744], [0.602, 0.570, 0.397], [1.358, -0.719, -0.121], [-0.441, 0.689, -0.677], [-0.864, -0.196, -0.801], [1.163, 0.447, -0.658], [-0.239, 0.336, 0.299], [1.108, 0.156, -0.182], [0.183, 0.003, -0.377], [-0.157, 0.243, 0.029], [0.422, -0.131, 0.290], [0.184, -0.384, -0.255], [1.208, 0.636, 0.191], [0.399, 0.641, -2.793], [-0.636, -1.146, 0.147], [0.136, 0.039, 0.193], [1.608, 1.190, -0.205], [-0.448, 0.305, 0.113], [0.134, 1.667, 1.321], [0.467, 0.430, 0.580], [1.073, 0.279, -0.472], [-2.024, 0.041, 1.604], [0.386, 0.240, -1.001], [0.279, 0.396, -0.583], [0.181, -0.198, -0.923], [0.023, -0.167, -0.036], [0.549, -0.067, -0.442], [0.169, -0.142, 1.697], [1.675, -0.307, 0.406], [0.033, -0.150, -0.268], [0.936, 0.148, 0.455], [-0.773, 0.791, 0.411], [-0.020, 0.101, 0.256], [1.777, -1.705, 0.524], [0.099, 1.406, 0.250], [0.039, -0.253, -0.309], [-0.462, -0.331, -0.588], [-0.613, -0.468, -0.042], [1.122, 0.676, 1.036], [0.323, -0.168, 0.397], [1.248, -0.369, -0.524], [-0.603, 0.398, 0.097], [-0.515, -0.203, 0.409], [0.452, 0.035, 0.235], [1.131, -0.407, -0.185], [-0.239, 0.203, -0.549], [-0.122, -0.186, -1.277], [-0.379, -0.712, -0.826], [-1.228, -1.086, 0.395], [2.729, -0.035, 1.771], [-0.224, 0.295, -0.771], [-1.500, -0.790, -1.058], [-0.200, 1.323, 0.478], [-0.661, 0.086, 0.235], [0.180, 0.530, 0.366], [0.673, -0.263, -0.841], [0.123, -0.172, 0.124], [0.334, 0.573, -2.031], [-0.349, 0.616, 0.409], [0.786, -1.421, -1.161], [-0.113, -0.304, -0.170], [-0.093, 0.115, 0.095], [0.430, 0.017, -0.037], [-1.937, 0.971, 1.121], [0.018, -0.053, 0.113], [-1.377, 1.890, 1.221], [0.495, 0.796, -1.327], [-1.070, -0.758, 0.178], [-0.393, -0.234, 0.105], [0.376, -0.202, -0.049], [-0.019, 0.078, -0.025], [-0.473, 0.569, 0.093], [-0.307, -0.031, 0.176], [0.128, -0.647, -0.870], [0.306, -0.203, 0.867], [-0.078, 0.488, 0.085], [-2.216, 0.176, -1.865], [-0.383, -0.256, 1.245], [-0.518, -0.210, -0.297], [0.298, -0.732, -0.685], [-0.317, 0.307, -0.343], [0.113, 0.514, -0.161], [-0.338, 0.112, -0.596], [-0.446, -0.067, 0.841], [0.526, 0.002, 2.161], [0.020, -0.151, 0.394], [-0.458, 0.217, -0.633], [0.113, -0.004, -0.104], [0.540, -0.297, 0.388], [0.307, -0.160, -0.111], [-0.137, 0.102, 0.106], [0.042, -0.960, 0.291], [-1.275, 0.143, -1.025], [0.211, -0.429, 0.214], [-0.483, 0.719, 2.010], [0.159, 0.374, 0.114], [-0.281, -0.868, -0.183], [0.356, -2.489, 0.570], [-0.259, 1.209, -1.089], [0.299, -0.913, 1.361], [0.528, -0.665, -0.141], [0.500, -0.598, 0.396], [0.148, 0.093, -0.772], [-0.568, -1.101, 0.138], [0.137, 0.086, 0.180], [0.195, 1.051, -0.512], [-0.229, -1.479, 1.595], [0.179, -0.583, -0.089], [-0.211, 0.454, -0.105], [-1.385, -1.422, -0.198], [1.768, 0.015, -1.934], [0.046, -0.558, 0.225], [-0.326, -0.101, 0.145], [-0.121, -0.285, -0.063], [-0.830, 0.064, -0.593], [-0.775, -0.512, -0.106], [0.791, -1.023, -0.933], [0.421, 0.072, 0.395], [0.201, 0.234, 0.415], [-2.062, 1.818, -1.158], [-0.378, 0.741, -0.397], [0.986, -1.089, 0.535], [-0.185, -0.135, 0.146], [0.580, 1.877, 0.210], [0.133, 0.040, -0.362], [0.165, 0.124, 0.527], [0.040, 0.300, 0.124]], "mulliken_charge": [0.46, 0.18, -0.01, 0.88, 0.33, 0.05, 0.25, 0.27, -0.37, 0.35, 0.33, 0.29, 0.14, -0.63, -0.34, -1.71, 0.01, 0.03, 0.31, 0.35, 0.35, 0.26, 0.40, -0.45, 0.45, -0.52, -0.62, 0.33, 1.63, 0.43, -0.51, 0.34, 0.51, 0.45, 0.18, -0.76, -0.46, -0.43, 0.51, -0.46, 0.40, -1.79, 0.34, -0.55, 0.36, -1.40, 0.38, 0.29, -0.04, 0.34, -0.54, 0.92, 0.30, -0.46, -1.45, -0.15, -0.58, -0.56, 0.19, 0.41, 0.25, -1.75, 0.33, -0.74, 0.32, -0.09, -0.14, -0.57, 0.35, -0.58, -0.56, -0.50, 0.13, 0.41, -0.35, -0.53, 1.04, 0.37, -1.39, 0.36, 1.42, 0.50, -0.27, 0.01, 0.28, 0.37, -0.53, -0.33, -0.61, -0.29, 0.01, 0.35, 0.43, 0.34, 0.03, 0.12, 0.04, -2.89, 0.32, 0.06, -1.86, 0.84, 0.22, 0.32, 0.36, -0.56, 0.42, -0.33, 0.27, 0.20, 0.33, 0.23, 0.54, 0.30, 0.45, -0.62, 0.12, 0.55, 0.51, 0.25, 0.02, -1.87, 2.18, 0.41, 0.34, 2.83, 0.29, 0.26, -0.57, -0.15, 0.18, 0.20, -0.41, -0.83, 0.42, 0.01, 0.62, 0.34, 0.16, -0.42, 0.56, 0.03, -1.89, 0.54, -0.46, 0.32, -0.59, -0.27, -0.08, 0.38], "total_charge": 0, "lumo_energy_ev": 0.302, "mol_weight_g_mol": 873.13, "smiles": "CC1(C)CCCC(C)(C)N1O.CC1(C)CCCC(C)(C)N1O.OCCO.OCCO.OCCO.OCCO.OCCO.OCCO.OCCO.OCCO.OCCO", "homo_ha": -0.303, "gap_ev": 8.5494}